102
Properties=species:S:1:pos:R:3:mulliken_charge:R:1 method="wB97M-V/def2-TZVPD" e_homo_ev=-8.2 gap_ev=8.2 energy_ha=-4348.5628 e_lumo_ev=-0.015 total_charge=0
O 6.805 4.096 -2.994 -0.6166
H 6.532 -1.082 -5.004 0.2927
F 2.476 1.026 -0.809 -0.3841
H 6.751 6.700 -4.372 0.3293
H -10.584 -4.646 -5.545 0.3192
B 4.574 1.946 1.418 0.7473
C -1.490 -1.522 3.474 -0.2814
H 1.041 0.637 1.136 0.0606
C 4.685 -2.425 -3.366 -0.8384
Si -1.201 -0.909 0.551 -0.3144
H 5.819 7.534 -3.107 0.3371
H -0.600 -2.178 3.373 0.2399
H -3.827 -0.384 5.871 0.3409
H 3.805 -2.308 2.278 0.2080
H -8.496 -3.941 -0.178 0.3860
H -2.475 0.709 -0.810 0.3129
H -4.116 5.074 1.217 0.3479
C -7.572 -1.658 -1.604 -1.0068
S 4.846 -2.793 -5.122 0.4754
C -1.489 0.805 -0.269 -0.8118
H 2.946 0.918 3.777 0.1913
H -7.811 -0.969 -0.792 0.4248
C 4.857 -2.425 1.919 -0.1286
H 7.388 0.724 1.689 0.3628
H 4.839 2.708 3.490 0.3062
H -7.091 -4.507 -3.988 0.2657
H -5.162 3.649 1.004 0.3088
H 4.894 -3.270 1.175 0.3438
H 5.543 2.427 -0.243 0.3055
H -9.349 -5.451 -4.548 0.2997
C -4.728 4.332 1.733 -1.1064
C 0.634 -1.429 0.546 -0.4890
C 1.630 -0.316 1.060 -0.2737
H 4.918 6.366 -0.973 0.4082
H 5.165 4.642 -0.613 -0.0772
C 6.917 -0.195 2.121 -1.2605
H 2.484 2.564 4.312 0.4149
C -3.830 0.196 3.710 -0.6379
H -7.822 -2.747 0.973 0.3181
H -3.981 5.258 4.327 0.3986
H 5.837 -1.243 -6.635 0.3266
C 6.519 6.722 -3.308 -0.9294
C 5.845 -2.880 3.086 -1.1962
H 7.438 6.867 -2.739 0.2987
H 5.665 -2.208 -2.939 0.3108
C -3.131 4.781 3.838 -1.1308
C 3.996 2.657 2.736 -0.4361
C -3.322 -0.497 4.888 -0.5115
F 3.165 -1.120 -0.730 -0.2213
H 0.855 -1.774 -0.503 0.2741
C 2.828 -0.016 0.103 1.1534
H -0.731 1.049 -1.055 0.3622
H -6.737 -4.220 -5.718 0.4143
H -4.714 0.859 3.817 0.4497
C 2.753 1.952 3.402 -0.8925
H 6.565 5.736 -0.673 0.3082
H -9.068 -5.195 -6.296 0.3621
S -3.706 3.374 2.869 0.6564
S -6.476 -2.953 -1.007 0.5053
H 0.692 -2.366 1.175 0.3660
H 3.747 3.723 2.464 0.2800
S 5.760 5.149 -2.860 0.5054
H 2.071 -0.622 2.046 0.1421
H -2.094 -3.193 -0.032 0.2851
O 5.886 -3.850 -5.263 -0.6318
H 4.914 -0.408 -5.364 0.3367
H 6.532 0.007 3.161 0.2834
H -3.342 -1.880 -0.402 0.0753
C -2.155 -1.342 4.767 -0.5296
H 6.897 -2.998 2.712 0.2862
H -7.062 -1.115 -2.400 0.2814
C -9.514 -4.780 -5.392 -0.9304
C -2.248 -2.155 -0.443 -0.7220
C 5.589 5.515 -1.105 -0.5783
H -3.603 0.549 1.552 0.3687
P 5.547 -0.899 1.037 0.2682
H -1.780 -1.893 5.655 0.3364
O -2.543 2.865 2.095 -0.6067
H -2.620 5.494 3.190 0.3411
B 4.195 0.433 0.841 -1.0157
C -7.105 -3.773 -4.794 -0.8697
O -5.324 -2.290 -0.329 -0.6428
O -9.301 -2.720 -3.722 -0.6173
H 7.746 -0.941 2.246 0.3969
H 1.877 2.040 2.716 0.1434
S -8.784 -3.169 -5.048 0.4558
H 5.458 -3.875 3.439 0.3864
H -8.483 -2.107 -2.001 0.3813
H -2.437 4.415 4.594 0.3222
H 5.841 -2.137 3.920 0.2841
C 5.610 -1.222 -5.570 -0.9038
H -1.902 -2.122 -1.508 0.3231
C -3.175 0.023 2.431 -0.0932
H 4.259 -3.296 -2.870 0.3621
H 4.019 -1.572 -3.232 0.2538
H -1.587 1.617 0.502 0.1608
H -6.473 -2.927 -4.525 0.2741
C -1.976 -0.825 2.292 0.5998
O 5.555 2.692 0.693 -0.6587
H -7.081 -4.358 0.817 0.3252
C -7.584 -3.555 0.280 -1.0514
H -5.527 4.824 2.289 0.4042